A molecular structure, C52H35N5O9P2SeZr, computed with wB97M-V/def2-TZVPD.

XYZ file:
```
105
Properties=species:S:1:pos:R:3:forces:R:3
Zr 0.509239 0.279019 -0.087107 -2.7523 -1.3604 2.7062
C -5.795479 -4.383196 -1.937579 -0.1201 -0.0661 -0.0727
C -4.993296 -3.684933 -2.825821 -0.0604 -0.1097 -0.1323
C -3.911743 -2.958201 -2.366086 0.0209 0.0720 0.0869
C -3.624043 -2.912210 -1.006312 -0.0450 -0.0554 -0.0448
C -4.437035 -3.610310 -0.118372 0.0700 0.0261 -0.0376
C -5.514880 -4.342055 -0.582840 -0.1463 -0.1029 0.0645
C -2.481434 -2.115308 -0.509905 0.6169 0.1351 0.1447
C -1.190842 -2.596851 -0.730241 -0.6189 0.0133 0.2257
C -0.878397 -3.788683 -1.475264 0.3148 -0.0569 0.0046
C 0.470522 -3.936428 -1.421412 -0.2410 0.0561 -0.1377
C 0.965284 -2.861233 -0.598763 0.6835 -0.3198 0.4945
C 2.258133 -2.806376 -0.032436 -1.1606 -0.0412 0.4554
C 3.438034 -3.192322 -0.784016 0.3922 -0.2772 -0.3403
C 3.364490 -3.237307 -2.184861 -0.0244 -0.0611 0.2121
C 4.493749 -3.409520 -2.955997 0.1506 -0.1663 -0.1490
C 5.741836 -3.532972 -2.368864 -0.0057 -0.0416 -0.1347
C 5.838850 -3.464749 -0.990574 0.1377 -0.1126 -0.0261
C 4.713579 -3.292986 -0.213764 -0.1022 -0.0340 0.0599
C 2.372273 -2.205992 1.257889 -0.1325 -0.1086 -0.3156
N 1.699255 -1.092231 1.610444 0.0864 0.2702 -0.5103
C 2.153232 -0.757912 2.850351 -0.0689 0.3591 0.6014
C 1.882352 0.431280 3.525616 -0.1320 -0.2253 -0.5684
C 2.653053 0.705615 4.755950 0.0218 0.0098 0.1721
C 3.981767 1.112805 4.700346 -0.1325 -0.0229 -0.0410
C 4.687787 1.337665 5.868762 0.1437 0.0246 0.0844
C 4.080545 1.144511 7.099616 0.0829 0.0360 0.1075
C 2.756283 0.743663 7.160895 0.0037 -0.0066 0.1767
C 2.045345 0.530725 5.995069 0.0088 0.0152 -0.0772
C 0.921240 1.358241 3.128474 0.1301 0.0091 0.3847
C 0.710284 2.634878 3.761953 0.0550 -0.2376 -0.1392
C -0.378405 3.178632 3.166356 -0.1104 -0.1389 -0.2082
C -0.833457 2.210719 2.199424 -0.2388 0.0453 0.3556
N -0.009599 1.134620 2.169445 0.1709 0.2324 -0.5530
C -2.085893 2.231250 1.577419 -0.1100 -0.6809 -0.1214
C -2.589608 1.106060 0.916868 0.0487 0.6422 0.5428
C -3.993192 0.895633 0.660891 0.0358 -0.1970 -0.0739
C -4.106817 -0.363730 0.184092 0.1109 0.2047 0.1336
C -2.764160 -0.886069 0.092834 0.0436 -0.3050 0.1081
N -1.861185 0.012073 0.557937 0.1520 -0.0504 -0.4757
C -2.974036 3.400945 1.772618 -0.1228 0.0810 0.0553
C -2.890297 4.502045 0.927538 0.0591 -0.1264 0.0191
C -3.760109 5.567292 1.079374 -0.0503 0.1332 0.0186
C -4.714562 5.553866 2.083360 -0.0656 0.1306 0.0014
C -4.785224 4.474908 2.948921 -0.1153 0.0207 0.1159
C -3.920396 3.405940 2.793474 0.0623 -0.0215 0.0059
C 3.031729 -1.774698 3.352032 -0.0215 -0.0585 -0.2015
C 3.168716 -2.683425 2.351810 0.0246 0.1637 0.1440
N -0.055119 -2.058602 -0.208330 0.2507 0.4701 -0.3877
H -6.641088 -4.952164 -2.300422 -0.0568 -0.0357 -0.0221
H -5.217524 -3.705228 -3.883169 -0.0136 0.0074 -0.0994
H -3.294215 -2.376911 -3.031748 0.0620 0.0736 -0.1194
H -4.220030 -3.571951 0.939933 0.0572 0.0270 0.0733
H -6.143190 -4.881464 0.113774 -0.0256 -0.0330 0.0563
H -1.590496 -4.419251 -1.977821 -0.0732 -0.0998 0.0447
H 1.060978 -4.738044 -1.831549 0.0632 -0.0242 -0.0144
H 2.417315 -3.058725 -2.666603 -0.0609 0.0720 -0.0695
H 4.402781 -3.413352 -4.032676 -0.0112 0.0385 -0.1044
H 6.628442 -3.639183 -2.978495 0.0516 0.0141 -0.0444
H 6.807662 -3.519386 -0.512933 0.0733 0.0058 0.0407
H 4.840907 -3.183518 0.847725 0.0293 0.0386 0.0464
H 4.440706 1.255706 3.733418 0.0652 0.0026 -0.1056
H 5.718895 1.661948 5.823297 0.0552 0.0078 -0.0247
H 4.639282 1.304108 8.011953 0.0429 0.0359 0.0544
H 2.279222 0.592046 8.120386 -0.0224 -0.0038 0.0493
H 1.013186 0.212178 6.027831 -0.0877 -0.0093 -0.0074
H 1.326982 3.044147 4.542244 0.0169 0.0688 0.1138
H -0.849657 4.123372 3.366680 -0.0792 0.1277 0.0388
H -4.771631 1.610917 0.855954 -0.0910 0.0733 -0.0092
H -4.994348 -0.889040 -0.116643 -0.1180 -0.0133 -0.0359
H -2.146465 4.515226 0.147033 0.0921 0.0075 -0.1645
H -3.690758 6.412005 0.408508 0.0160 0.0469 -0.0708
H -5.401016 6.383608 2.193670 -0.0170 0.0495 0.0130
H -5.516428 4.467097 3.748327 -0.0255 -0.0145 0.0069
H -3.969662 2.559841 3.464817 -0.0100 -0.0855 0.0314
H 3.461516 -1.807045 4.335867 0.0368 0.0045 0.1652
H 3.673818 -3.629669 2.409941 0.1302 -0.0883 -0.0914
O 2.245079 3.802522 -0.720969 -0.0162 -0.6896 0.6160
P 2.734419 2.270452 -0.606811 1.3458 2.3575 -0.7367
O 4.199871 2.189297 -0.597793 -0.0097 -0.2496 0.0609
O 1.944611 1.668574 0.520969 -0.0299 0.0554 0.1124
O 2.102376 1.694770 -2.041189 0.5210 -0.7057 0.8519
P 2.638004 0.152952 -2.249503 0.8141 0.1284 -2.8440
O 1.625032 -0.433600 -3.371830 0.1691 0.0468 0.4188
O 3.989501 0.078716 -2.821778 0.0916 -0.0808 0.2419
O 2.273386 -0.482080 -0.939187 -0.2713 -0.1711 0.0252
H 2.649733 4.215270 -1.482755 0.0889 0.2361 -0.3029
H 2.154861 -0.539201 -4.161077 0.2610 -0.0116 -0.3465
Se -0.392418 4.651926 -2.251787 -0.2268 1.5779 -1.1524
C -0.378643 3.213462 -1.292777 -0.3840 -0.9823 0.9362
N -0.423136 2.275138 -0.606659 0.3155 0.0195 -0.2059
O -2.546424 -0.143265 -2.505173 0.4336 0.1758 -0.2575
C -1.386323 0.172911 -2.775765 -1.0372 -0.0904 -0.5943
O -0.393068 0.125565 -1.982257 0.4001 -0.0885 0.3807
C -1.137561 0.639140 -4.205181 0.1060 -0.0215 0.1593
C -1.947437 0.134736 -5.218344 -0.0731 -0.0113 0.1995
C -1.802308 0.568450 -6.523675 -0.0427 -0.0703 -0.1139
C -0.847211 1.525083 -6.828514 0.0351 0.0547 -0.1199
C -0.039056 2.034551 -5.824168 0.0402 0.0898 -0.0761
C -0.177547 1.591503 -4.519203 0.0035 -0.1065 0.1480
H -2.709484 -0.586911 -4.959068 -0.0355 -0.0308 0.0446
H -2.440256 0.167454 -7.303677 0.0065 -0.0035 0.0109
H -0.741169 1.877923 -7.848102 0.0293 0.0090 -0.0044
H 0.699695 2.789243 -6.058358 0.0418 0.0528 0.0237
H 0.451919 1.984061 -3.735876 0.0237 0.0504 0.0403
```
Forces are in eV/Å.

Values from the calculation:
HOMO level = -1.74 eV
DFT total energy = -6085.33058 a.u.
net charge = -2
HOMO-LUMO gap = 5.2 eV
2S+1 = 1